Record 1
Molecular formula: C66H69BaF3N9O5P2Sb
Method: DFT, ωB97M-V/def2-TZVPD

```
156
C66H69BaF3N9O5P2Sb, DFT ωB97M-V/def2-TZVPD
Ba -0.0084 -0.6475 0.2346
C 0.3389 3.4186 2.5652
P -0.9552 2.1850 2.1647
C -2.2337 3.3488 1.4860
N -3.0224 3.9600 2.3173
C -3.9457 4.8172 1.8087
C -4.8367 5.4850 2.6829
C -5.7583 6.3503 2.1758
C -5.8320 6.5907 0.7807
C -4.9806 5.9620 -0.0768
C -4.0162 5.0569 0.4307
N -3.1652 4.4326 -0.4252
C -2.3104 3.5814 0.0638
P -1.1415 2.7825 -1.1680
C -0.4386 4.3423 -1.8018
C -2.3039 2.1629 -2.4660
C -1.4708 1.2780 -3.3930
C -3.3445 1.2971 -1.7660
C -3.0020 3.2212 -3.3124
C -1.5623 1.6720 3.8439
C -1.6924 2.7626 4.9056
C -0.5127 0.6752 4.3320
C -2.8807 0.9325 3.6778
H -0.0594 4.2657 3.1260
H 0.7934 3.7917 1.6485
H 1.1293 2.9450 3.1488
H -4.7567 5.2825 3.7399
H -6.4424 6.8639 2.8348
H -6.5733 7.2793 0.4010
H -5.0096 6.1225 -1.1437
H -1.2134 5.0613 -2.0603
H 0.1874 4.1324 -2.6678
H 0.1998 4.7697 -1.0316
H -0.9856 0.4607 -2.8621
H -0.6834 1.8345 -3.8989
H -2.1406 0.8617 -4.1479
H -2.9047 0.6160 -1.0306
H -3.8546 0.6681 -2.4980
H -4.0945 1.8923 -1.2483
H -2.2871 3.7594 -3.9343
H -3.5448 3.9437 -2.7135
H -3.7061 2.7329 -3.9881
H -0.7245 3.1758 5.1726
H -2.0949 2.3095 5.8107
H -2.3455 3.5715 4.6059
H 0.4631 1.1450 4.4577
H -0.4049 -0.1954 3.6743
H -0.8152 0.3070 5.3152
H -3.6944 1.6116 3.4377
H -3.1266 0.4329 4.6160
H -2.8335 0.1573 2.9101
C -2.2721 -3.4899 3.9575
C -1.9278 -3.8902 2.5280
C -2.9459 -4.8611 1.9435
O -0.6179 -4.4593 2.4935
C -1.8016 -2.6313 1.6642
O -2.4910 -2.4597 0.6483
O -0.9571 -1.7733 2.0545
H -2.2529 -4.3791 4.5902
H -3.2711 -3.0666 4.0303
H -1.5585 -2.7677 4.3397
H -3.1053 -5.6924 2.6337
H -2.5914 -5.2535 0.9876
H -3.9022 -4.3720 1.7821
H -0.6535 -5.2949 2.9723
C 2.1629 -1.7605 3.7452
C 2.7276 -0.5837 3.0517
N 2.1843 0.0064 2.0257
C 3.0062 1.0523 1.6909
C 4.0493 1.1068 2.5646
N 3.8628 0.0536 3.4434
C 4.6123 -0.1753 4.6498
N 3.8100 0.0718 5.8124
N 3.5982 -0.9129 6.7006
N 2.8049 -0.5271 7.6107
C 2.4215 0.7602 7.3354
C 1.5358 1.6093 8.0116
C 1.3332 2.8484 7.4687
C 1.9940 3.2486 6.2806
C 2.8648 2.4328 5.6067
C 3.0693 1.1645 6.1671
H 1.3407 -2.1876 3.1643
H 1.7729 -1.4861 4.7277
H 2.9201 -2.5297 3.8982
H 2.8098 1.7013 0.8555
H 4.8878 1.7700 2.6433
H 5.4817 0.4912 4.6279
H 4.9506 -1.2142 4.7281
H 1.0366 1.2882 8.9108
H 0.6559 3.5389 7.9441
H 1.7978 4.2356 5.8871
H 3.3414 2.7528 4.6947
O 1.8255 -1.9576 -0.7519
C 2.1529 -1.0233 -1.5283
N 3.3213 -1.0154 -2.1837
C 3.4545 0.1817 -2.9656
C 2.0975 0.8609 -2.6291
O 1.7816 1.9499 -3.0602
N 1.3901 0.0930 -1.7421
C 4.5360 1.1056 -2.4487
C 5.2162 0.8529 -1.2678
C 6.1725 1.7443 -0.8058
C 6.4512 2.8983 -1.5160
C 5.7642 3.1546 -2.6947
C 4.8173 2.2658 -3.1585
C 3.6394 -0.1108 -4.4367
C 4.8576 -0.6535 -4.8353
C 5.1034 -0.9483 -6.1615
C 4.1362 -0.6802 -7.1171
C 2.9251 -0.1366 -6.7285
C 2.6680 0.1385 -5.3937
H 3.8865 -1.8440 -2.2428
H 4.9954 -0.0335 -0.6927
H 6.6986 1.5260 0.1140
H 7.1970 3.5927 -1.1603
H 5.9732 4.0556 -3.2545
H 4.2872 2.4769 -4.0746
H 5.6304 -0.8223 -4.0970
H 6.0538 -1.3708 -6.4561
H 4.3260 -0.8987 -8.1572
H 2.1624 0.0702 -7.4645
H 1.7146 0.5625 -5.1189
F 0.2758 -8.4007 -0.3839
C -0.0205 -7.1256 -0.7277
C 0.9651 -6.1648 -0.6332
C 0.6518 -4.8639 -0.9802
C -0.6207 -4.5295 -1.4221
C -1.5886 -5.5188 -1.4946
C -1.3023 -6.8279 -1.1514
Sb -1.0777 -2.5054 -1.9990
C -3.0816 -2.8671 -2.6482
C -3.4159 -3.6900 -3.7114
C -4.7290 -3.8760 -4.0952
C -5.7132 -3.2116 -3.3900
F -7.0047 -3.3822 -3.7578
C -5.4283 -2.3850 -2.3233
C -4.1039 -2.2246 -1.9577
C -0.2548 -2.7257 -4.0003
C 0.9128 -3.4432 -4.1903
C 1.4396 -3.6609 -5.4514
C 0.7582 -3.1414 -6.5341
F 1.2309 -3.3601 -7.7830
C -0.3935 -2.3974 -6.3839
C -0.8841 -2.1903 -5.1097
H 1.9493 -6.4360 -0.2816
H 1.4090 -4.0986 -0.8796
H -2.5979 -5.2770 -1.8055
H -2.0508 -7.6044 -1.1994
H -2.6307 -4.1991 -4.2617
H -4.9983 -4.5158 -4.9211
H -6.2319 -1.8936 -1.7958
H -3.8683 -1.6120 -1.1019
H 1.4285 -3.8836 -3.3457
H 2.3461 -4.2273 -5.5953
H -0.8919 -2.0017 -7.2583
H -1.8002 -1.6234 -5.0029
```

## Properties
highest occupied orbital energy: -8.20 eV
energy above the lowest of the compared OMol25 structures with the same formula, charge and spin: 0.447 eV
2S+1: 1
HOMO-LUMO gap: 7.750 eV

***

Record 2
Molecular formula: C3H9PS3
Method: DFT, ωB97M-V/def2-TZVPD

```
16
C3H9PS3, DFT ωB97M-V/def2-TZVPD
S -2.6030 1.3075 1.4243
P -1.7314 -0.2088 0.2926
S -1.5211 0.6475 -1.6525
S -3.3479 -1.6094 0.1333
H -1.9850 2.3084 0.8085
H -2.8077 0.8201 -1.7886
H -2.7753 -2.5818 -0.6254
C 2.4029 1.0616 -0.3747
C 1.6957 -0.0902 -0.4696
C 1.6362 -0.8809 0.7944
H 2.2899 1.7213 -1.1205
H 2.7473 1.3598 0.5367
H 1.2142 -0.5199 -1.3145
H 1.0058 -0.3889 1.5391
H 1.1627 -1.8316 0.6347
H 2.6167 -1.1146 1.1822
```

## Properties
highest occupied orbital energy: -8.61 eV
energy above the lowest of the compared OMol25 structures with the same formula, charge and spin: 2.074 eV
2S+1: 1
SMILES string: SP(S)S.C=CC
HOMO-LUMO gap: 9.062 eV

***

Record 3
Molecular formula: C32H25N4OPV
Method: DFT, ωB97M-V/def2-TZVPD

```
64
C32H25N4OPV, DFT ωB97M-V/def2-TZVPD
V 0.3092 2.0299 -0.0698
N 1.9805 3.1505 -0.3644
C 2.5908 2.0228 -1.0490
C 3.8238 1.5252 -0.6409
C 4.3236 0.3958 -1.2576
C 3.5807 -0.2526 -2.2467
C 2.3455 0.2320 -2.6285
C 1.8224 1.3898 -2.0398
C 0.5041 1.9142 -2.5245
C 0.3083 2.1383 -3.8885
C -0.9216 2.5754 -4.3524
C -1.9986 2.8117 -3.4841
C -1.8469 2.6101 -2.1316
C -0.5990 2.1736 -1.6749
H 2.5254 3.4570 0.4414
H 1.8208 3.9627 -0.9650
H 4.3987 2.0396 0.1201
H 5.2994 0.0214 -0.9780
H 3.9792 -1.1377 -2.7246
H 1.7716 -0.2752 -3.3936
H 1.1279 1.9684 -4.5758
H -1.0529 2.7449 -5.4138
H -2.9426 3.1629 -3.8792
H -2.6581 2.7904 -1.4389
O 0.3686 0.3879 0.4702
P -0.2735 -1.0702 0.8693
C -0.5280 -1.8950 -0.6703
C -1.3575 -1.3207 -1.6447
C -1.5646 -1.9827 -2.8397
C -0.9539 -3.2151 -3.0658
C -0.1369 -3.7866 -2.1014
C 0.0823 -3.1302 -0.8986
C 0.9373 -1.8449 1.8839
C 0.5331 -2.5601 3.0140
C 1.4822 -3.2442 3.7583
C 2.8161 -3.2111 3.3788
C 3.2183 -2.5002 2.2500
C 2.2831 -1.8196 1.4952
C -1.7647 -0.7105 1.7449
C -1.6700 0.0358 2.9296
C -2.8137 0.2999 3.6598
C -4.0461 -0.1793 3.2179
C -4.1380 -0.9275 2.0530
C -2.9976 -1.2005 1.3107
H -1.8608 -0.3789 -1.4566
H -2.2192 -1.5583 -3.5892
H -1.1318 -3.7379 -3.9964
H 0.3211 -4.7502 -2.2780
H 0.7101 -3.5840 -0.1426
H -0.5083 -2.5909 3.3078
H 1.1791 -3.8030 4.6329
H 3.5526 -3.7461 3.9636
H 4.2612 -2.4896 1.9639
H 2.5886 -1.2781 0.6067
H -0.7032 0.3652 3.2957
H -2.7492 0.8464 4.5918
H -4.9361 0.0150 3.8020
H -5.0947 -1.3159 1.7315
H -3.0675 -1.8081 0.4180
N -0.7030 2.9146 0.9971
C -1.3954 3.4980 1.8627
N -2.0467 4.0442 2.6558
C -2.7684 4.6336 3.5820
N -3.3975 5.1481 4.3961
```

## Properties
highest occupied orbital energy: -17.30 eV
energy above the lowest of the compared OMol25 structures with the same formula, charge and spin: 0.000 eV
2S+1: 1
HOMO-LUMO gap: 5.944 eV
charge: +3

***

Record 4
Molecular formula: C4H5NO
Method: DFT, ωB97M-V/def2-TZVPD

```
11
C4H5NO, DFT ωB97M-V/def2-TZVPD
C -0.7237 -0.0729 -0.0789
C 0.0762 1.1163 -0.0324
C 1.3618 0.7511 0.0022
C 0.0976 -1.1244 -0.0019
H -2.3553 0.8508 0.7074
H -0.2567 2.1367 0.1562
H 2.3798 1.2828 0.0095
H 2.1806 -1.2716 0.5870
H -0.0730 -2.1985 0.1865
N 1.3790 -0.5864 -0.0807
O -2.0500 -0.0895 -0.0520
```

## Properties
highest occupied orbital energy: -8.14 eV
energy above the lowest of the compared OMol25 structures with the same formula, charge and spin: 3.023 eV
2S+1: 1
HOMO-LUMO gap: 8.633 eV

***

Record 5
Molecular formula: C6H12NS
Method: DFT, ωB97M-V/def2-TZVPD

```
20
C6H12NS, DFT ωB97M-V/def2-TZVPD
C -0.7298 -2.1156 0.5411
C -0.1615 -0.9264 0.2433
C -0.7216 0.1313 -0.8573
C -1.9384 0.1647 -1.2997
C -2.3909 1.2496 -2.3099
N 1.1076 -0.4204 0.6003
C 1.0100 0.7221 1.6915
S 2.8051 1.2982 2.0242
H -0.3181 -2.9331 1.1282
H -1.7325 -2.2267 0.1721
H 0.1130 0.7320 -1.1093
H -2.7370 -0.3424 -0.8529
H -3.1118 1.8374 -1.7028
H -1.4679 1.8339 -2.4329
H -2.8687 0.8149 -3.1995
H 1.5093 -1.2031 1.2101
H 1.5903 -0.0690 -0.2149
H 0.4491 1.5720 1.1646
H 0.6345 0.1488 2.6113
H 2.5174 2.5348 1.9186
```

## Properties
highest occupied orbital energy: -13.42 eV
energy above the lowest of the compared OMol25 structures with the same formula, charge and spin: 2.947 eV
2S+1: 1
SMILES string: C=C(/C=C/C)[NH2+]CS
HOMO-LUMO gap: 9.838 eV
charge: +1

***

Record 6
Molecular formula: C5H14
Method: DFT, ωB97M-V/def2-TZVPD

```
19
C5H14, DFT ωB97M-V/def2-TZVPD
C 0.7281 -1.0722 -1.3360
C 1.8584 -0.6959 -0.3373
C 2.5710 0.5259 -0.8751
H -0.0354 -0.2548 -1.3811
H 1.0563 -1.6040 -2.2600
H 0.0345 -1.9080 -0.8554
H 1.2928 -0.4006 0.4976
H 2.7148 -1.3423 -0.1151
H 3.0581 0.5675 -1.8346
H 1.8147 1.3052 -0.9547
H 3.2172 1.1291 -0.0696
C -2.3502 1.0607 1.7276
C -2.3236 -0.0804 0.7333
H -1.3975 1.5545 1.6907
H -2.9383 1.9043 1.2700
H -2.4894 0.5558 2.7200
H -2.9024 -0.9465 0.9991
H -1.3226 -0.4624 0.7481
H -2.5865 0.1642 -0.3675
```

## Properties
highest occupied orbital energy: -11.14 eV
energy above the lowest of the compared OMol25 structures with the same formula, charge and spin: 1.679 eV
2S+1: 1
SMILES string: CCC.CC
HOMO-LUMO gap: 12.173 eV

***

Record 7
Molecular formula: C6H20O5
Method: DFT, ωB97M-V/def2-TZVPD

```
31
C6H20O5, DFT ωB97M-V/def2-TZVPD
C -1.8470 -0.2848 0.8998
C -1.6318 -0.1930 -0.6582
C -0.1685 0.0365 -0.9892
C 0.0190 1.3990 -1.6489
C 0.5722 -1.0043 -1.9640
C 2.0189 -0.7775 -1.9577
O 2.8136 -0.5870 -1.0480
H -2.7632 -0.8515 1.0910
H -0.9513 -0.5768 1.4538
H -1.9984 0.6553 1.4323
H -2.0637 -1.0537 -1.1376
H -2.2845 0.6726 -0.8925
H 0.4563 0.0374 -0.0894
H 1.0890 1.5954 -1.7005
H -0.4265 1.5003 -2.6515
H -0.5118 2.2155 -1.1711
H 0.2590 -1.9996 -1.5885
H 0.1635 -0.8495 -2.9730
H 2.5433 -1.1632 -2.8195
O 2.8666 1.3755 0.8116
H 2.6053 0.7506 0.1041
H 3.7144 0.9293 1.0254
O -3.5724 2.7296 0.6827
H -3.3260 1.8332 0.9040
H -2.9641 3.3514 1.0857
O 1.4260 -0.2197 2.4211
H 2.3632 -0.4322 2.4989
H 1.4021 0.5961 1.8744
O 0.0630 -3.5974 2.5107
H -0.6784 -3.0356 2.2508
H 0.8123 -3.0519 2.2433
```

## Properties
highest occupied orbital energy: -10.64 eV
energy above the lowest of the compared OMol25 structures with the same formula, charge and spin: 1.613 eV
2S+1: 1
SMILES string: CC[C@H](C)CC=O.O.O.O.O
HOMO-LUMO gap: 10.715 eV

***

Record 8
Molecular formula: C8H21NO4P
Method: DFT, ωB97M-V/def2-TZVPD

```
35
C8H21NO4P, DFT ωB97M-V/def2-TZVPD
C 1.6125 3.2275 2.0580
C 2.8467 -2.4824 0.1321
C -2.2925 -2.0084 -0.6498
C -2.1823 -0.8470 1.6532
C -4.8297 1.6325 -1.2711
C 2.3110 2.1691 1.3033
C 2.7851 -1.6242 -1.0860
C -3.1953 0.2154 -0.3504
N -2.9380 -1.0871 0.3265
O 0.2227 -0.4655 -0.5636
O -4.4163 0.5914 -0.6223
O 1.3843 1.0607 0.9595
O 2.7542 -0.2139 -0.7750
P 1.3586 0.4784 -0.5202
H 1.9907 4.2764 1.7404
H 0.5891 3.4572 1.7051
H 1.5268 3.1200 3.0805
H 3.6370 -3.2662 0.1243
H 3.0577 -1.7927 0.8985
H 1.8046 -2.7738 0.3258
H -2.8401 -2.2901 -1.5252
H -1.3325 -1.4466 -0.9168
H -2.0158 -2.9360 -0.1015
H -2.8162 -0.1925 2.2757
H -2.0748 -1.7258 2.2241
H -1.1886 -0.3652 1.3696
H -4.2165 2.4668 -1.6202
H 1.6278 1.5754 -1.2727
H -5.9035 1.7039 -1.3610
H 3.1476 1.6992 1.7741
H 2.7323 2.5508 0.4011
H 1.7633 -1.8333 -1.6221
H 3.5280 -1.7333 -1.8188
H -2.3404 0.7261 -0.7845
H -3.8479 -1.5214 0.5251
```

## Properties
highest occupied orbital energy (spin up / spin down): -11.41 / -11.65 eV
energy above the lowest of the compared OMol25 structures with the same formula, charge and spin: 2.835 eV
2S+1: 1
HOMO-LUMO gap (spin up / spin down): 8.311 / 8.864 eV
charge: +1